Entry w
The following is a DFT calculation (ωB97M-V with the def2-TZVPD basis set) of a 2-piece molecular cluster, C2FN3 overall.

Results
Kohn-Sham gap (spin up / spin down) ... 8.274 / 8.220 eV
HOMO energy (spin up / spin down) ... -11.23 / -11.21 eV

Last column: Mulliken charge in e.
Cartesian coordinates (Å):
C: -1.817 -0.237 -0.301  0.582
C: 1.739 0.138 0.183  0.425
N: -1.933 -1.064 0.563  -0.299
N: 0.997 1.008 0.186  -0.269
N: -1.757 0.736 -1.017  -0.281
F: 2.771 -0.582 0.385  -0.158

=====

Entry x
The following is a DFT calculation (ωB97M-V with the def2-TZVPD basis set) of one molecule with the formula C2FN3.

Results
Kohn-Sham gap ... 10.758 eV
HOMO energy ... -11.66 eV
SMILES string ... N#CC1(F)N=N1

Last column: Mulliken charge in e.
Cartesian coordinates (Å):
N: -2.274 -0.029 -0.016  -0.273
C: -1.137 -0.115 0.060  0.117
C: 0.281 -0.129 0.070  0.812
F: 0.942 -1.462 -0.032  -0.272
N: 1.140 0.886 0.567  -0.201
N: 1.047 0.850 -0.649  -0.183

=====

Most stable: entry x. Least stable: entry w.

=====

Entry w
The following is a DFT calculation (ωB97M-V with the def2-TZVPD basis set) of C23H22IrNO3PS3 as an isolated structure.

Results
Kohn-Sham gap ... 6.101 eV
HOMO energy ... -3.48 eV
Charge ... -1

Last column: Mulliken charge in e.
Cartesian coordinates (Å):
Ir: -0.276 1.325 -0.495  2.383
O: 1.129 2.813 0.140  -0.734
N: 0.683 4.045 0.299  0.291
C: 1.511 4.892 0.954  -0.239
C: 1.197 6.210 1.122  -0.688
C: -0.012 6.683 0.600  -0.122
C: -0.846 5.811 -0.048  -0.758
C: -0.516 4.451 -0.203  0.559
S: -1.546 3.305 -0.940  -0.537
H: 2.420 4.423 1.299  0.429
H: 1.888 6.854 1.646  0.382
H: -0.291 7.722 0.713  0.359
H: -1.793 6.133 -0.456  0.380
O: 3.994 0.823 -2.427  -0.767
C: 2.867 0.725 -1.941  0.248
O: 1.781 1.231 -2.355  -0.689
C: 2.740 -0.083 -0.607  -0.772
P: 0.992 -0.530 -0.532  -0.154
C: 0.781 -1.732 0.827  0.554
C: 1.674 -1.771 1.893  -0.835
C: 1.482 -2.657 2.944  -0.608
C: 0.394 -3.517 2.937  -0.489
C: -0.502 -3.486 1.876  -0.860
C: -0.312 -2.597 0.829  -0.367
C: 0.778 -1.599 -2.004  0.741
C: 1.259 -2.906 -1.995  -0.317
C: 1.138 -3.712 -3.117  -0.745
C: 0.524 -3.221 -4.259  -0.452
C: 0.038 -1.921 -4.275  -0.815
C: 0.165 -1.113 -3.156  -0.356
H: 2.977 0.565 0.240  0.431
H: 3.419 -0.936 -0.617  0.508
H: 2.520 -1.096 1.910  0.314
H: 2.183 -2.673 3.770  0.386
H: 0.244 -4.211 3.756  0.369
H: -1.354 -4.155 1.865  0.393
H: -1.017 -2.565 0.007  0.631
H: 1.732 -3.299 -1.103  0.378
H: 1.524 -4.725 -3.097  0.395
H: 0.427 -3.850 -5.136  0.365
H: -0.438 -1.530 -5.165  0.381
H: -0.189 -0.094 -3.182  0.373
C: -2.681 -0.493 2.984  -1.600
C: -2.179 -0.037 1.641  0.839
S: -0.778 1.021 1.689  -0.512
C: -2.720 -0.442 0.490  0.388
C: -3.896 -1.381 0.447  -1.568
S: -2.083 0.031 -1.084  -0.558
H: -2.028 -0.138 3.782  0.433
H: -2.712 -1.585 3.040  0.288
H: -3.690 -0.119 3.185  0.315
H: -3.630 -2.361 0.860  0.237
H: -4.232 -1.530 -0.579  0.425
H: -4.739 -0.997 1.028  0.366

=====

Entry x
The following is a DFT calculation (ωB97M-V with the def2-TZVPD basis set) of C23H22IrNO3PS3 as an isolated structure.

Results
Kohn-Sham gap ... 6.123 eV
HOMO energy ... -3.42 eV
Charge ... -1

Last column: Mulliken charge in e.
Cartesian coordinates (Å):
Ir: 0.197 1.368 0.533  1.251
O: 1.886 2.228 1.820  -0.869
N: 1.867 3.464 2.247  0.426
C: 2.894 3.866 3.025  -0.138
C: 2.970 5.130 3.545  -0.729
C: 1.943 6.030 3.253  -0.142
C: 0.918 5.627 2.437  -0.853
C: 0.868 4.328 1.896  0.644
S: -0.365 3.843 0.834  -0.511
H: 3.635 3.101 3.197  0.406
H: 3.809 5.405 4.167  0.372
H: 1.959 7.032 3.663  0.357
H: 0.107 6.292 2.175  0.366
O: -1.937 0.168 4.144  -0.734
C: -1.523 0.152 2.991  0.265
O: -1.338 1.148 2.218  -0.591
C: -1.204 -1.240 2.365  -0.830
P: -0.584 -0.978 0.664  1.123
C: 0.306 -2.537 0.308  -0.104
C: 1.451 -2.476 -0.481  -0.171
C: 2.192 -3.621 -0.739  -0.655
C: 1.799 -4.838 -0.203  -0.480
C: 0.659 -4.905 0.589  -0.665
C: -0.086 -3.765 0.841  -0.244
C: -2.135 -1.171 -0.287  0.430
C: -3.074 -0.142 -0.195  -0.353
C: -4.280 -0.232 -0.868  -0.786
C: -4.570 -1.348 -1.640  -0.485
C: -3.640 -2.371 -1.739  -0.662
C: -2.424 -2.282 -1.074  -0.390
H: -2.119 -1.830 2.358  0.416
H: -0.462 -1.755 2.975  0.509
H: 1.775 -1.520 -0.878  0.146
H: 3.084 -3.557 -1.349  0.418
H: 2.377 -5.735 -0.390  0.363
H: 0.354 -5.853 1.015  0.391
H: -0.978 -3.835 1.451  0.320
H: -2.850 0.729 0.408  0.468
H: -4.992 0.581 -0.802  0.394
H: -5.511 -1.415 -2.171  0.366
H: -3.861 -3.247 -2.338  0.369
H: -1.701 -3.078 -1.180  0.326
C: 2.550 -0.243 -3.293  -1.640
C: 1.562 0.447 -2.373  0.328
S: 2.218 0.904 -0.828  -0.307
C: 0.296 0.704 -2.729  0.741
C: -0.286 0.343 -4.070  -1.526
S: -0.819 1.559 -1.703  -0.426
H: 3.514 -0.335 -2.791  0.361
H: 2.700 0.326 -4.213  0.432
H: 2.203 -1.244 -3.560  0.345
H: 0.453 -0.094 -4.741  0.396
H: -0.701 1.238 -4.543  0.309
H: -1.109 -0.366 -3.941  0.252

=====

Most stable: entry w. Least stable: entry x.

=====

Entry w
The following is a DFT calculation (ωB97M-V with the def2-TZVPD basis set) of C5H36N3O11 as an isolated structure.

Results
Kohn-Sham gap ... 8.789 eV
HOMO energy ... -11.31 eV
Charge ... +1

Last column: Mulliken charge in e.
Cartesian coordinates (Å):
C: 2.958 -1.968 1.894  -1.312
C: 1.841 -2.308 0.916  0.203
C: 0.505 -1.573 1.093  -0.338
C: -0.544 -1.985 0.071  -0.299
C: -1.548 -2.769 0.467  -0.102
N: -2.667 -3.150 -0.253  -0.520
N: -0.465 -1.327 -1.218  0.659
N: 2.311 -2.047 -0.485  -0.735
H: 3.394 -2.852 2.358  0.316
H: 3.723 -1.436 1.332  0.329
H: 2.773 -1.293 2.727  0.332
H: 1.611 -3.375 0.874  0.491
H: 0.142 -1.837 2.089  0.621
H: 0.448 -0.478 1.061  -0.520
H: -1.438 -3.283 1.408  0.416
H: -3.402 -3.537 0.318  0.306
H: -2.947 -2.471 -0.944  0.165
H: -0.891 -0.393 -1.214  0.086
H: -0.984 -1.864 -1.905  0.507
H: 0.536 -1.259 -1.452  0.159
H: 3.226 -1.629 -0.569  0.324
H: 2.339 -2.861 -1.094  0.170
H: 0.820 3.667 -2.231  0.326
H: 1.055 4.203 -0.867  0.280
O: 1.429 3.578 -1.495  -0.658
H: -2.496 2.081 3.047  0.339
H: -1.540 1.386 2.103  0.317
O: -2.333 1.215 2.659  -0.704
H: -2.715 3.631 -1.434  0.315
H: -1.443 3.426 -0.645  0.326
O: -1.951 4.108 -1.116  -0.668
H: 0.984 1.933 1.399  0.175
H: -0.077 3.022 1.842  0.252
O: 0.045 2.195 1.337  -0.593
H: -3.401 1.101 0.356  0.273
H: -1.894 1.339 -0.077  0.079
O: -2.772 1.072 -0.379  -0.498
H: -2.827 -1.906 3.465  0.291
H: -2.710 -0.563 2.554  0.352
O: -2.838 -1.533 2.590  -0.575
H: 2.592 2.069 -1.403  0.232
H: 2.742 0.620 -1.259  0.404
O: 2.998 1.433 -0.782  -0.737
H: 2.683 -1.021 -2.119  0.258
H: 2.531 -0.368 -3.592  0.304
O: 2.094 -0.663 -2.778  -0.689
H: -3.012 0.231 -2.096  0.314
H: -2.970 -0.466 -3.536  0.270
O: -2.449 -0.171 -2.787  -0.600
H: 2.911 1.478 2.341  0.344
H: 2.337 1.598 0.842  0.410
O: 2.131 1.589 1.799  -0.615
H: 0.423 1.874 -1.420  0.222
H: -0.730 1.723 -2.364  0.165
O: -0.541 1.815 -1.432  -0.169

=====

Entry x
The following is a DFT calculation (ωB97M-V with the def2-TZVPD basis set) of a 12-piece molecular cluster, C5H36N3O11 overall.

Results
Kohn-Sham gap ... 8.209 eV
HOMO energy ... -10.81 eV
Charge ... +1

Last column: Mulliken charge in e.
Cartesian coordinates (Å):
C: 0.747 -3.601 0.413  -1.513
C: -0.422 -2.911 -0.225  0.354
C: -0.361 -1.434 0.273  -0.472
C: -1.643 -0.717 0.668  0.078
C: -2.301 -1.119 1.766  -0.464
N: -3.566 -0.640 2.174  -0.456
N: -2.054 0.350 -0.230  0.325
N: -0.370 -2.853 -1.689  -0.509
H: 0.510 -3.845 1.464  0.359
H: 1.162 -4.551 0.065  0.407
H: 1.684 -3.037 0.590  0.260
H: -1.398 -3.302 0.107  0.436
H: 0.193 -1.387 1.214  0.314
H: 0.246 -0.881 -0.435  0.204
H: -1.796 -1.858 2.382  0.347
H: -3.942 -1.134 2.962  0.273
H: -3.570 0.356 2.037  0.230
H: -1.229 0.802 -0.663  -0.042
H: -2.493 1.105 0.360  0.316
H: -2.633 0.023 -1.007  0.408
H: 0.559 -2.814 -2.106  0.182
H: -0.783 -3.729 -2.023  0.255
H: 1.941 2.486 -2.574  0.330
H: 2.122 1.432 -1.567  0.316
O: 1.903 2.380 -1.602  -0.758
H: 2.584 0.142 1.443  0.359
H: 1.787 1.426 1.894  0.386
O: 2.163 0.589 2.220  -0.761
H: 2.060 3.593 1.673  0.280
H: 1.626 2.931 0.278  0.316
O: 1.430 3.032 1.219  -0.615
H: 3.868 0.127 -0.645  0.375
H: 4.762 0.381 0.616  0.251
O: 3.858 0.388 0.293  -0.595
H: -0.677 2.673 2.269  0.310
H: -0.915 3.416 3.557  0.312
O: -1.404 3.001 2.831  -0.723
H: 0.276 -1.208 4.181  0.243
H: 0.894 -0.275 3.001  0.394
O: 0.155 -0.852 3.295  -0.550
H: 1.312 0.034 -4.417  0.314
H: 0.252 0.782 -3.663  0.313
O: 1.201 0.803 -3.854  -0.655
H: -1.311 -0.947 -2.644  0.260
H: -2.745 -1.471 -3.006  0.347
O: -2.169 -0.703 -3.000  -0.703
H: -2.644 2.630 1.730  0.426
H: -3.663 3.135 0.717  0.284
O: -3.342 2.305 1.108  -0.707
H: 2.767 -0.440 -2.885  0.255
H: 3.929 -1.271 -2.439  0.284
O: 3.219 -0.733 -2.075  -0.587
H: 0.112 2.338 -1.690  0.378
H: -1.090 2.943 -2.370  0.254
O: -0.799 2.112 -1.991  -0.626

=====

Most stable: entry x. Least stable: entry w.

=====

Entry w
The following is a DFT calculation (ωB97M-V with the def2-TZVPD basis set) of one molecule with the formula CH5NO.

Results
Kohn-Sham gap ... 9.481 eV
HOMO energy ... -8.48 eV
SMILES string ... NCO

Last column: Mulliken charge in e.
Cartesian coordinates (Å):
N: 0.133 -0.761 0.625  -0.449
C: 0.208 0.139 -0.549  -0.048
O: -1.019 0.759 -0.537  -0.518
H: -0.789 -0.835 1.131  0.188
H: 0.833 -1.375 1.108  0.143
H: 1.118 0.862 -0.225  0.157
H: 0.430 -0.457 -1.384  0.194
H: -0.914 1.666 -0.169  0.333

=====

Entry x
The following is a DFT calculation (ωB97M-V with the def2-TZVPD basis set) of a 2-piece molecular cluster, CH5NO overall.

Results
Kohn-Sham gap ... 10.733 eV
HOMO energy ... -10.14 eV
SMILES string ... C=N.O

Last column: Mulliken charge in e.
Cartesian coordinates (Å):
C: 0.801 0.976 -1.160  -0.193
N: 1.046 1.907 -0.317  -0.477
H: 1.449 1.024 -1.948  0.260
H: 0.175 0.088 -1.065  0.190
H: 0.467 1.988 0.569  0.223
O: -1.201 -2.350 1.442  -0.623
H: -0.805 -1.567 1.666  0.297
H: -1.933 -2.065 0.815  0.324

=====

Most stable: entry w. Least stable: entry x.